(1)
61
Properties=species:S:1:pos:R:3:lowdin_charge:R:1 method="wB97M-V/def2-TZVPD" total_charge=+1 orbital_gap_ev=9.5 homo_ev=-12.4 lumo_ev=-2.862 e_above_lowest_ev=4.829
C -0.2481 4.0040 -1.4541 -0.11
C 1.0674 3.3444 -1.1031 -0.24
C 1.1929 3.3782 0.4450 -0.20
C 1.4529 2.0432 1.0795 -0.04
C 0.6265 1.4050 1.9043 -0.07
N 0.6766 -0.0228 2.0755 0.06
C 1.6221 -0.7088 2.6126 0.14
H -0.2880 4.2756 -2.5117 0.07
H -0.5954 4.8329 -0.8047 0.09
H -1.1224 3.3506 -1.3858 0.06
H 1.9563 3.8440 -1.5982 0.12
H 1.3111 2.3642 -1.4930 0.08
H 0.2856 3.8744 0.8026 0.07
H 1.9576 4.1004 0.8022 0.13
H 2.3122 1.6687 0.5184 0.09
H -0.0980 1.9547 2.5079 0.11
H -0.1558 -0.4812 1.6995 0.10
H 2.5512 -0.2743 2.9948 0.12
H 1.5458 -1.8053 2.4392 0.11
H 3.8029 -2.0103 -1.1562 0.07
H 2.8022 -2.7242 -0.2568 0.06
O 3.0871 -1.7941 -0.5429 -0.08
H 3.4031 -0.3746 0.1698 0.00
H 4.5692 0.2677 0.8118 0.07
O 3.6053 0.2289 0.9321 -0.12
H 1.0981 -3.5418 -1.5848 0.08
H 1.6734 -4.3493 -0.3348 0.10
O 1.3951 -3.4846 -0.6679 -0.06
H -4.3084 -0.8170 -1.9832 0.04
H -4.9792 -0.6085 -0.5927 0.07
O -4.1506 -0.8224 -1.0313 -0.05
H -1.1185 -2.9249 1.3350 0.00
H 0.0792 -3.0334 0.3693 0.02
O -0.1496 -2.8411 1.3311 -0.10
H -1.5826 -3.3353 -2.4632 0.06
H -1.4648 -3.7092 -0.8635 0.04
O -1.2170 -3.1462 -1.5979 -0.04
H -0.4406 -1.8624 4.3325 0.07
H -1.4574 -0.9820 4.7930 0.08
O -1.1560 -1.3342 3.9399 -0.06
H -2.9728 -3.3746 1.5757 0.07
H -3.3327 -3.0850 0.0460 0.05
O -2.7646 -3.5667 0.6559 -0.04
H 0.8217 1.9849 -4.5453 0.04
H 0.7527 0.3749 -4.3577 0.03
O 1.0559 1.2215 -4.0197 -0.05
H -2.2071 3.8042 2.1483 0.07
H -1.9005 2.8794 0.9209 0.06
O -1.5450 3.2082 1.7694 -0.07
H -2.7531 -0.9743 2.9177 0.00
H -2.5700 0.1662 1.7377 0.00
O -3.1679 -0.4108 2.2371 -0.08
H 3.8480 2.3565 -1.4079 0.01
H 4.0292 1.2733 -2.3322 0.04
O 4.5641 1.7746 -1.6994 -0.05
H -2.3055 -1.9238 -2.3183 -0.01
H -1.9858 -1.5749 -3.8086 0.05
O -2.5198 -1.3181 -3.0522 -0.06
H -0.7876 0.1667 -0.2976 0.05
H -2.2494 -0.5949 -0.6372 0.02
O -1.5506 -0.3366 -0.0029 -0.06

---

(2)
62
Properties=species:S:1:pos:R:3:mulliken_spin:R:1 method="wB97M-V/def2-TZVPD" multiplicity=2 s2=0.756 total_charge=0 orbital_gap_ev="10.1 / 4.6" homo_ev="-10.5 / -10.5" lumo_ev="-0.362 / -5.886"
C 0.2951 -0.4566 1.6004 0.02
O -0.2195 0.6402 0.9054 0.60
C 0.5080 -1.7000 0.7748 -0.02
C 1.9883 -2.2003 0.9085 0.00
C 2.5382 -2.8108 -0.3756 0.00
C 2.6106 -1.8570 -1.6501 0.00
C 3.6084 -0.7606 -1.3303 0.00
H -0.4915 -0.5658 2.3958 0.12
H 1.2233 -0.2169 2.1398 0.07
H 0.3285 -1.5243 -0.3032 0.02
H -0.3088 -2.4029 0.8623 0.02
H 2.4997 -1.2610 1.1490 0.00
H 1.9436 -2.9659 1.6779 0.00
H 3.5503 -3.1767 -0.1901 0.00
H 1.9645 -3.7015 -0.6426 0.00
H 1.5635 -1.5994 -1.7289 0.00
H 2.9277 -2.5624 -2.4144 0.00
H 3.2165 0.1277 -1.8474 0.00
H 3.9570 -0.7008 -0.3070 0.00
H 4.5341 -0.9822 -1.8979 0.00
H 1.8086 1.6042 0.8097 0.00
H 2.6849 2.7530 1.2195 0.00
O 2.6182 1.7921 1.2906 0.00
H -0.1646 1.3450 2.6976 -0.01
H 1.2385 1.7683 3.0346 0.00
O 0.3624 1.6655 3.4412 0.00
H 0.4813 1.4349 -3.3781 0.00
H 0.1023 2.8652 -3.6329 0.00
O 0.3208 2.0540 -4.1032 0.01
H -1.3285 3.2252 -1.4977 0.00
H -1.1163 1.7524 -1.3272 0.00
O -1.8297 2.3995 -1.5333 0.00
H -2.9861 -1.4727 2.0243 0.00
H -2.6913 -0.5078 3.1933 0.00
O -2.7189 -1.4363 2.9488 0.01
H 0.6866 4.0606 1.2115 0.00
H 0.2927 3.1618 2.3656 0.00
O 0.3707 4.1059 2.1225 0.00
H -2.9578 -0.3227 -2.1402 0.00
H -3.6161 1.0127 -2.3815 0.00
O -3.7810 0.1465 -1.9851 0.00
H -2.5377 -3.6670 -0.2412 0.00
H -2.1483 -2.4053 -0.9872 0.00
O -2.6276 -2.7096 -0.2009 0.00
H -0.5313 -2.2880 3.2313 0.00
H -1.7534 -3.1247 2.9789 0.00
O -0.8213 -3.0574 2.7378 0.00
H -2.9411 2.7329 0.1164 0.00
H -3.9529 2.2433 1.1156 0.00
O -3.5905 3.0569 0.7486 0.00
H -0.5594 -1.1991 -2.4295 0.00
H -1.4124 -1.5127 -3.6672 0.00
O -1.2409 -1.7898 -2.7592 0.00
H -2.5887 0.3536 0.7505 0.00
H -3.8482 -0.1166 0.0973 0.00
O -3.5205 0.2092 0.9536 0.01
H 1.4778 2.4891 -1.1235 0.00
H 2.9934 2.7537 -1.2546 0.00
O 2.1534 3.1994 -1.1174 0.00
H 0.7502 0.1685 -1.5639 -0.02
H 0.1159 0.8382 -0.1271 -0.03
O 0.5695 1.0956 -1.3646 0.18

---

(3)
64
Properties=species:S:1:pos:R:3:lowdin_charge:R:1 method="wB97M-V/def2-TZVPD" total_charge=0 orbital_gap_ev=8.9 homo_ev=-8.9 lumo_ev=-0.027 e_above_lowest_ev=4.984
C -1.3299 -1.1600 -1.6299 -0.23
C -1.5737 -2.5838 -1.1005 -0.09
C -0.1655 -0.6154 -0.8774 -0.21
N 1.1918 -0.4837 -1.5081 -0.16
C 2.1707 -1.3323 -0.6951 -0.25
C 3.5784 -1.2036 -1.2596 -0.11
C 1.2551 -0.8884 -2.9017 -0.13
H -2.1763 -0.4698 -1.6413 0.08
H -1.2431 -1.2184 -2.7075 0.10
H -2.4356 -3.1793 -1.2317 0.05
H -1.3814 -2.6658 -0.0304 0.07
H -0.7750 -3.3039 -1.4496 0.07
H -0.0920 -1.0619 0.1261 0.10
H -0.3617 0.4544 -0.5545 0.10
H 2.1517 -0.9038 0.3127 0.09
H 1.9833 -2.4105 -0.7592 0.09
H 4.2777 -1.1541 -0.3870 0.05
H 3.6675 -0.2304 -1.7457 0.07
H 3.8221 -2.0484 -1.9475 0.09
H 0.9121 -1.8509 -3.3442 0.08
H 0.7805 -0.1286 -3.5406 0.09
H 2.2998 -0.9570 -3.2837 0.09
H -1.1207 2.5050 -3.7227 0.04
H -2.6999 2.3061 -3.8242 0.04
O -1.8582 1.9017 -3.5972 -0.05
H -4.2174 1.5741 3.1971 0.08
H -3.8402 2.0459 1.7414 0.04
O -3.9899 1.2686 2.3109 -0.04
H -3.8694 -0.2883 0.4537 0.01
H -3.6837 -1.4334 -0.5897 0.02
O -4.0405 -0.5515 -0.4570 -0.05
H 4.5261 -2.0193 1.4807 0.06
H 3.7025 -0.9359 2.0393 0.02
O 4.5510 -1.0590 1.5792 -0.07
H -2.3743 -1.2205 2.6305 -0.01
H -3.7147 -1.7359 3.1435 0.03
O -2.7690 -1.9122 3.1728 -0.05
H -1.8544 0.6295 0.3563 0.02
H -2.4665 0.9480 1.6881 0.01
O -1.6539 0.5409 1.2971 -0.10
H 2.0403 1.2424 0.0915 0.01
H 3.3383 0.9179 0.7807 0.04
O 2.6015 1.5482 0.8247 -0.05
H -3.0568 3.4501 -0.5134 0.02
H -3.9016 2.3141 -0.9365 0.04
O -3.8584 2.9836 -0.2362 -0.06
H 1.0492 3.4214 2.1633 0.07
H 0.3108 4.3679 3.1219 0.07
O 0.2260 3.5184 2.6748 -0.03
H -0.6723 2.5990 0.0899 0.02
H -0.7770 3.4749 1.3357 0.00
O -1.2701 3.2192 0.5187 -0.08
H 2.2073 0.1080 3.7918 0.00
H 1.7418 -1.3520 4.0992 0.04
O 2.4867 -0.7462 4.1075 -0.05
H 2.9976 2.0215 -1.0007 0.00
H 1.7631 2.5347 -1.5734 0.02
O 2.7127 2.6937 -1.6694 -0.08
H 1.6016 -4.7373 -2.0890 0.06
H 1.7350 -3.2285 -2.1744 0.00
O 1.0845 -3.9528 -2.3121 -0.07
H -0.5681 -0.1223 2.5020 0.01
H 0.6306 0.7159 2.9944 0.03
O 0.3939 -0.1602 2.6653 -0.07

---

(4)
83
Properties=species:S:1:pos:R:3:lowdin_charge:R:1 method="wB97M-V/def2-TZVPD" total_charge=0 orbital_gap_ev=9.5 homo_ev=-9.8 lumo_ev=-0.311
C 0.1606 4.7542 -1.5044 -0.19
C 0.8800 3.8348 -0.5301 -0.71
I -0.6322 3.1161 0.8169 1.11
C 1.5961 2.7087 -1.2970 -0.09
B 1.6017 1.3038 -0.6407 -0.58
O 1.2404 0.1782 -1.3798 0.31
B 0.1976 -0.4592 -0.7283 -0.53
C -1.1873 -0.5748 -1.4109 -0.01
C -2.3418 -0.9272 -0.5331 -0.20
N -2.7323 -0.2740 0.4840 0.12
O 0.5083 -0.9028 0.5799 0.29
B 1.6246 -0.2546 1.0434 -0.69
O 2.5147 -0.9624 1.9127 0.27
C 3.6128 -0.2991 2.0408 -0.30
N 4.5331 0.3841 2.1682 0.23
O 1.9135 1.0209 0.6942 0.29
H -0.3904 4.1353 -2.2087 0.04
H -0.5406 5.4053 -0.9914 0.05
H 0.8738 5.3778 -2.0432 0.09
H 1.6048 4.4156 0.0293 0.08
H 2.6132 3.0388 -1.5223 0.13
H 1.0985 2.5939 -2.2588 0.11
H -1.1033 -1.3513 -2.1790 0.10
H -1.3584 0.3605 -1.9473 0.13
H -2.9113 -1.8129 -0.8071 0.12
H -2.1233 0.5372 0.6283 0.00
O -3.8753 2.7632 1.5409 -0.13
H -4.1507 3.1105 2.3954 0.05
H -4.1230 1.8265 1.6039 -0.01
O -5.4601 0.3669 2.1531 -0.06
H -6.2645 -0.0221 2.5086 0.05
H -5.4005 0.0118 1.2553 0.03
O -1.3718 2.9994 -3.7486 -0.06
H -2.3009 3.2668 -3.7039 0.00
H -1.1840 2.8464 -4.6788 0.05
O 7.0845 2.4242 0.7302 -0.06
H 7.5282 2.5896 1.5675 0.03
H 6.3700 1.8187 0.9562 -0.01
O -5.1356 1.5939 -1.0184 -0.05
H -4.5718 1.9533 -0.3197 0.01
H -4.5032 1.1967 -1.6296 0.04
O -1.2329 -0.9948 3.3579 -0.04
H -0.9795 -1.8350 3.7542 0.05
H -0.8287 -1.0080 2.4834 0.00
O -6.0744 -0.8185 -2.5757 -0.05
H -6.9334 -1.1673 -2.3189 0.04
H -6.1263 0.1215 -2.3691 0.01
O 0.8159 -3.8964 0.2603 -0.02
H -0.0304 -4.2030 0.6034 0.06
H 0.7859 -2.9398 0.3740 0.01
O 3.0677 0.6459 5.2910 -0.04
H 2.2018 0.9602 5.0131 0.05
H 3.5865 0.5859 4.4811 0.00
O -4.1959 3.8170 -3.0981 -0.05
H -4.9999 4.2113 -3.4481 0.05
H -4.4418 3.4728 -2.2303 0.02
O 6.6733 -2.0407 2.2443 -0.05
H 6.3039 -1.2436 1.8485 0.01
H 6.0939 -2.2299 2.9901 0.06
O -2.1495 -2.5055 -3.5523 -0.07
H -3.0878 -2.3276 -3.7052 0.01
H -1.7863 -2.5588 -4.4473 0.01
O 9.4689 -1.4614 2.9247 -0.07
H 9.5118 -0.5026 2.8820 0.02
H 8.5538 -1.6828 2.6921 -0.02
O 3.2967 -5.2130 2.0625 -0.07
H 2.5194 -4.7721 1.7018 -0.01
H 4.0218 -4.8308 1.5548 0.01
O -1.9180 -2.6891 -6.5090 -0.05
H -2.8510 -2.5345 -6.6946 0.02
H -1.4725 -2.7282 -7.3597 0.05
O -4.3197 -2.4046 1.8776 -0.08
H -4.6809 -2.3143 2.7639 0.03
H -3.7310 -1.6396 1.7860 -0.03
O -4.5271 -2.1868 -5.1019 -0.04
H -5.2346 -2.8342 -5.1881 0.07
H -4.9228 -1.3572 -5.3889 0.06
O 4.1320 -3.2061 0.0029 -0.03
H 4.1306 -2.2460 -0.0469 0.03
H 3.2284 -3.4608 -0.2248 0.03
O 4.5171 -0.1287 8.0595 -0.06
H 4.2463 0.1005 7.1626 -0.01
H 5.4748 -0.0457 8.0601 0.03

---

(5)
76
Properties=species:S:1:pos:R:3:lowdin_charge:R:1 method="wB97M-V/def2-TZVPD" total_charge=+1 orbital_gap_ev=7.0 homo_ev=-11.1 lumo_ev=-4.135
C 6.0954 -1.9792 -2.4717 -0.16
N 5.8522 -1.5698 -1.0364 -0.15
C 4.4127 -1.1980 -0.7614 -0.20
C 3.2941 -2.1094 -1.5382 -0.20
C 1.9473 -2.5793 -0.6649 -0.08
N 0.8080 -2.4116 -1.6475 0.08
C 1.0991 -1.5265 -2.8691 -0.18
O 0.0334 -0.5188 -2.8081 -0.07
N 0.4822 0.6936 -2.4443 0.01
O 0.5328 0.8306 -1.2328 0.06
C 2.6688 -1.1101 -2.6775 -0.08
H 5.4387 -1.4265 -3.2670 0.06
H 7.2561 -1.9506 -2.7459 0.12
H 5.7902 -3.1309 -2.5429 0.07
H 6.3843 -0.6537 -0.9312 0.11
H 4.2823 -0.0290 -0.9133 0.11
H 4.2370 -1.3768 0.4038 0.13
H 3.5964 -3.1339 -2.0251 0.15
H 2.0325 -3.7665 -0.5974 0.16
H 1.8420 -2.1931 0.4350 0.14
H 0.0309 -2.0254 -1.0661 0.17
H 0.5238 -3.3148 -2.1071 0.14
H 1.0492 -2.0721 -3.9282 0.19
H 3.0099 0.0063 -2.7441 0.14
H 3.1562 -1.5563 -3.6715 0.13
O -0.3338 1.4084 1.5681 -0.06
H -1.2270 1.0568 1.4349 0.01
H 0.1534 1.1124 0.7846 -0.01
O 0.8653 -4.8198 -3.4412 -0.04
H 1.2313 -4.5905 -4.3086 0.07
H -0.0775 -4.9605 -3.6147 0.09
O -3.4238 1.1641 2.1550 -0.06
H -4.1692 1.7720 2.2730 0.04
H -2.9880 1.1575 3.0204 0.08
O 5.3340 0.1341 -5.0599 -0.07
H 6.1175 0.0325 -5.6210 0.05
H 5.1409 1.0828 -5.0973 0.05
O -3.7563 -1.4740 3.1557 -0.08
H -4.6412 -1.5997 3.5303 0.03
H -3.8101 -0.6147 2.7115 -0.02
O -4.5673 3.7752 2.5635 -0.07
H -4.8846 4.4427 1.9367 0.04
H -4.1716 4.2953 3.2788 0.03
O 4.4659 2.0505 0.2641 -0.07
H 3.5062 1.9992 0.3881 0.03
H 4.6741 2.9819 0.4314 0.05
O 1.9135 -7.0960 -5.1400 -0.06
H 2.8062 -7.3176 -4.8353 0.05
H 1.6265 -6.3961 -4.5346 -0.02
O -4.0771 4.3118 5.6060 -0.08
H -4.9299 4.0827 6.0051 0.03
H -3.5468 4.6285 6.3525 0.03
O -4.7224 4.0069 8.1049 -0.06
H -5.5752 3.7778 8.5041 0.06
H -4.1921 4.3236 8.8515 0.06
O -6.2677 6.0507 2.5942 -0.07
H -7.1204 5.8216 2.9933 0.02
H -5.7374 6.3674 3.3407 0.05
O -2.9806 3.3354 0.1614 -0.07
H -2.0604 3.3599 0.4642 0.03
H -3.4203 2.7500 0.7961 -0.02
O 0.8871 3.7438 -3.9162 -0.07
H 0.0343 3.5147 -3.5170 0.03
H 1.4173 4.0605 -3.1697 0.03
O 6.2446 -4.4556 -4.2648 -0.08
H 6.9166 -4.8065 -3.6611 0.05
H 6.2775 -5.0548 -5.0255 0.05
O -8.9282 6.4011 2.4732 -0.06
H -8.5622 6.6305 1.6057 0.05
H -9.8710 6.2605 2.2996 0.06
O -5.0260 -3.4509 5.1250 -0.06
H -4.8242 -3.5316 6.0694 0.05
H -4.1627 -3.2942 4.7139 0.02
O -0.3678 -2.9767 1.5065 -0.06
H -1.1132 -2.3688 1.6245 0.04
H 0.0680 -2.9833 2.3719 0.06

---

(6)
21
Properties=species:S:1:pos:R:3:mulliken_spin:R:1 method="wB97M-V/def2-TZVPD" multiplicity=3 s2=2.025 total_charge=+2 orbital_gap_ev="8.5 / 5.2" homo_ev="-17.9 / -17.9" lumo_ev="-9.411 / -12.654" e_above_lowest_ev=0.000
O -0.4167 5.9440 -1.6884 0.00
C -0.4488 4.8343 -1.9592 0.00
Au 0.5684 0.0397 -0.9659 0.67
C 0.3541 -2.7601 -1.7684 0.01
O 0.1680 -3.8366 -2.0542 0.00
C 0.7760 -0.6263 -3.4468 0.12
O 0.6587 -1.8187 -3.7600 0.24
C 1.9191 -0.1838 -2.5978 0.08
O 3.0834 0.0086 -2.7540 0.40
C -1.3939 0.0043 -0.6340 0.24
O -2.5454 0.1067 -0.6903 -0.02
H 0.1206 0.2630 -3.6296 -0.02
N -1.4749 -1.0021 3.9024 0.00
N -0.7110 -0.2643 3.0120 0.00
N 0.5330 0.1403 3.3818 0.04
C 1.0867 0.3894 2.1978 -0.01
N 0.2606 0.0675 1.1748 0.26
N -0.8660 -0.4067 1.6898 0.00
H -2.4451 -1.0107 3.6178 0.00
H -1.3152 -0.6749 4.8476 0.00
H 2.0884 0.7864 2.1246 0.00

---

Across the entries above, energy takes the values -37017.9702; -37595.6589; -37072.7853; -67212.2581; -50360.8987; -27640.1092 eV, respectively.